1.
C18H35NO9 | the ωB97M-V functional and the def2-TZVPD basis

## Properties
- total charge = 0
- energy relative to the best compared isomer or geometry (same formula, charge and spin) (eV) = 3.1270
- multiplicity = 1
- SMILES string = COCCCCC[C@@]1(N=C=O)COC(=O)O1.COCCOC.COCCOC
- lowest unoccupied orbital energy (eV) = 0.190
- HOMO (eV) = -9.1

Cartesian coordinates (Å):
C: -5.124 -4.902 0.530
O: -6.512 -4.617 0.225
C: -6.617 -3.462 -0.696
C: -7.823 -2.538 -0.170
C: -7.358 -1.163 0.552
C: -6.093 -1.316 1.540
C: -4.876 -0.266 1.211
C: -3.724 -0.886 0.285
N: -3.924 -1.018 -1.197
C: -4.870 -0.251 -1.649
O: -5.665 0.642 -2.019
C: -2.333 -0.083 0.394
O: -1.471 -1.099 -0.193
C: -1.832 -2.346 0.463
O: -1.094 -3.303 0.788
O: -3.263 -2.241 0.635
H: -4.388 -4.688 -0.322
H: -4.722 -4.336 1.458
H: -5.071 -6.031 0.799
H: -6.759 -3.864 -1.761
H: -5.603 -2.928 -0.632
H: -8.455 -2.208 -1.088
H: -8.530 -3.181 0.485
H: -8.267 -0.834 1.201
H: -7.224 -0.298 -0.213
H: -5.699 -2.387 1.659
H: -6.460 -1.001 2.598
H: -5.265 0.763 0.867
H: -4.383 -0.071 2.247
H: -2.427 0.843 -0.288
H: -2.098 0.068 1.505
C: 3.311 1.635 -2.498
O: 2.325 1.296 -1.532
C: 1.774 -0.002 -1.753
C: 2.375 -1.029 -0.798
O: 3.761 -1.246 -1.071
C: 4.604 -0.562 -0.154
H: 3.844 2.520 -2.144
H: 4.034 0.828 -2.642
H: 2.828 1.874 -3.450
H: 1.908 -0.310 -2.797
H: 0.698 0.069 -1.559
H: 1.868 -1.987 -0.948
H: 2.226 -0.731 0.246
H: 4.595 -1.078 0.811
H: 4.299 0.478 -0.017
H: 5.621 -0.576 -0.549
C: 7.072 2.987 2.566
O: 6.328 2.420 1.495
C: 5.358 3.325 0.969
C: 5.841 3.956 -0.334
O: 6.959 4.816 -0.112
C: 8.190 4.207 -0.474
H: 7.930 2.342 2.762
H: 7.436 3.988 2.322
H: 6.451 3.028 3.465
H: 5.102 4.094 1.707
H: 4.454 2.742 0.762
H: 5.038 4.578 -0.742
H: 6.082 3.189 -1.079
H: 8.283 4.179 -1.564
H: 8.278 3.195 -0.072
H: 9.003 4.813 -0.069

Mulliken population analysis, charges in e, atoms 1 to 2: -0.4074 -0.4075

=====

2.
C2H7ClNOPS | the ωB97M-V functional and the def2-TZVPD basis

## Properties
- total charge = 0
- energy relative to the best compared isomer or geometry (same formula, charge and spin) (eV) = 0.1400
- multiplicity = 1
- SMILES string = CCN[P@](O)(=S)Cl
- lowest unoccupied orbital energy (eV) = 0.522
- HOMO (eV) = -9.1

Cartesian coordinates (Å):
C: -0.511 0.245 1.065
C: 0.186 1.347 0.280
N: 0.948 0.660 -0.791
P: 2.469 -0.333 -0.332
O: 3.445 -0.312 -1.613
S: 2.374 -2.176 0.294
Cl: 3.427 0.997 0.848
H: -0.493 -0.674 0.545
H: 0.133 -0.076 1.972
H: -1.539 0.413 1.317
H: -0.490 2.061 -0.309
H: 0.866 1.874 0.908
H: 0.369 -0.061 -1.212
H: 3.781 0.432 -2.077

Mulliken population analysis, charges in e, atoms 1 to 2: -0.9094 -0.2885

=====

3.
C8H9LuN2O5S | the ωB97M-V functional and the def2-TZVPD basis

## Properties
- total charge = +2
- energy relative to the best compared isomer or geometry (same formula, charge and spin) (eV) = 2.1952
- multiplicity = 1
- lowest unoccupied orbital energy (spin up / spin down) (eV) = -9.885 / -9.532
- HOMO (spin up / spin down) (eV) = -16.6 / -16.6

Cartesian coordinates (Å):
O: -0.140 6.004 -2.559
C: 0.299 5.055 -2.096
Lu: 1.568 0.266 -1.418
C: 1.036 -2.020 -1.895
O: 0.807 -3.145 -2.014
C: 2.205 -1.201 -4.566
O: 1.544 -1.044 -5.548
C: 3.098 -1.383 -3.638
O: 4.259 -1.705 -3.442
C: -0.715 -0.401 -1.494
O: -1.729 -0.968 -1.496
H: 1.120 1.803 -0.708
C: -1.624 1.414 2.423
N: -0.443 1.011 1.658
C: 0.251 -0.127 1.768
S: 1.859 -0.281 1.055
N: -0.258 -1.220 2.350
C: -1.674 -1.519 2.540
H: -2.513 0.947 2.005
H: -1.735 2.494 2.325
H: -1.546 1.163 3.483
H: 0.082 1.741 1.185
H: 0.363 -2.025 2.295
H: -2.264 -1.244 1.661
H: -1.783 -2.596 2.697
H: -2.066 -1.021 3.431

Mulliken population analysis, charges in e, atoms 1 to 2: -0.1520 0.1518

=====

4.
C6H39N2O13 | the ωB97M-V functional and the def2-TZVPD basis

## Properties
- total charge = +2
- multiplicity = 2
- lowest unoccupied orbital energy (spin up / spin down) (eV) = -6.566 / -10.515
- HOMO (spin up / spin down) (eV) = -16.0 / -16.0

Cartesian coordinates (Å):
C: 3.536 -0.752 -0.424
C: 2.304 0.161 -0.485
C: 2.797 1.616 -0.062
C: 1.649 2.522 0.123
C: 1.141 3.357 -0.839
C: 1.172 3.432 2.158
N: 1.068 2.428 1.380
N: 1.142 -0.248 0.444
H: 3.350 -1.748 -0.815
H: 4.068 -0.287 -1.236
H: 4.083 -0.852 0.510
H: 1.863 0.222 -1.480
H: 3.453 1.587 0.832
H: 3.557 1.708 -0.868
H: 0.359 4.109 -0.700
H: 1.428 3.520 -1.878
H: 0.752 3.625 3.141
H: 1.838 4.310 2.050
H: 0.967 0.370 1.241
H: 0.369 -0.252 -0.220
H: 1.185 -1.312 0.661
H: -1.894 -2.615 -3.526
H: -0.428 -2.473 -3.958
O: -1.302 -2.083 -4.084
H: -0.250 4.432 -3.063
H: -1.288 3.207 -3.235
O: -0.945 3.905 -2.665
H: -1.664 1.120 -1.798
H: -2.195 0.042 -0.800
O: -1.470 0.651 -0.964
H: -4.431 -0.726 2.187
H: -3.725 -0.962 0.741
O: -3.808 -1.224 1.657
H: -2.707 -2.844 -0.679
H: -2.448 -4.163 -1.212
O: -3.153 -3.492 -1.231
H: 3.279 3.468 4.122
H: 2.462 2.475 5.041
O: 2.657 2.736 4.134
H: -0.614 -2.045 1.490
H: -1.029 -3.102 0.400
O: -0.752 -2.192 0.525
H: -0.710 1.429 2.049
H: -1.797 1.033 1.197
O: -1.489 0.862 2.099
H: -1.250 -4.019 2.499
H: -1.398 -5.360 1.593
O: -0.930 -4.539 1.753
H: 1.034 -3.662 1.438
H: 2.224 -3.169 2.132
O: 1.565 -2.808 1.515
H: -1.576 -0.949 2.968
H: -0.803 -1.692 3.986
O: -1.299 -1.864 3.175
H: 0.027 1.498 -3.993
H: -1.335 0.993 -3.653
O: -0.727 1.746 -3.440
H: -2.470 -0.156 -4.664
H: -2.650 -0.952 -3.519
O: -2.794 -0.025 -3.754

Mulliken population analysis, charges in e, atoms 1 to 2: -1.5410 0.4266

=====

5.
C5H8N3O2 | the ωB97M-V functional and the def2-TZVPD basis

## Properties
- total charge = -1
- energy relative to the best compared isomer or geometry (same formula, charge and spin) (eV) = 2.9989
- multiplicity = 1
- SMILES string = Cn1ccn(C)c1=[N+]([O-])[O-]
- lowest unoccupied orbital energy (eV) = 3.771
- HOMO (eV) = -2.0

Cartesian coordinates (Å):
C: -0.450 2.332 -0.246
N: -0.076 1.119 0.336
C: 1.263 0.642 0.026
C: 1.182 -0.652 -0.243
N: -0.132 -1.112 -0.308
C: -0.344 -2.484 0.041
C: -1.002 0.022 0.172
N: -2.290 0.043 0.155
O: -3.000 -1.045 -0.116
O: -2.936 1.167 0.251
H: -0.666 2.105 -1.290
H: -1.378 2.634 0.219
H: 0.414 2.891 -0.097
H: 2.139 1.267 0.027
H: 1.993 -1.330 -0.368
H: 0.098 -2.720 1.047
H: -1.445 -2.622 0.067
H: -0.018 -3.190 -0.647

Mulliken population analysis, charges in e, atoms 1 to 2: -1.0457 -0.0818

=====

6.
C3H7N3S2 | the ωB97M-V functional and the def2-TZVPD basis

## Properties
- total charge = 0
- energy relative to the best compared isomer or geometry (same formula, charge and spin) (eV) = 2.8185
- multiplicity = 1
- SMILES string = CC(=S)NS/C=N\N
- lowest unoccupied orbital energy (eV) = 0.081
- HOMO (eV) = -8.5

Cartesian coordinates (Å):
C: 1.772 1.417 0.531
C: 1.731 0.017 -0.087
S: 2.979 -1.114 -0.156
N: 0.541 -0.369 -0.680
S: -0.805 0.705 -1.041
C: -1.718 0.430 0.432
N: -2.098 -0.761 0.737
N: -1.880 -1.752 -0.107
H: 1.957 2.174 -0.357
H: 2.745 1.379 1.045
H: 0.880 1.624 1.050
H: 0.659 -1.287 -1.271
H: -2.186 1.285 0.930
H: -2.787 -2.229 0.068
H: -1.788 -1.520 -1.093

Mulliken population analysis, charges in e, atoms 1 to 2: -0.9719 0.3751

=====

7.
C5H11N2O | the ωB97M-V functional and the def2-TZVPD basis

## Properties
- total charge = +1
- energy relative to the best compared isomer or geometry (same formula, charge and spin) (eV) = 4.4942
- multiplicity = 1
- lowest unoccupied orbital energy (eV) = -3.226
- HOMO (eV) = -12.0

Cartesian coordinates (Å):
C: 1.739 -1.107 0.449
C: -2.135 0.737 0.840
C: -3.417 0.403 0.158
C: -2.131 0.034 -0.253
C: 1.523 1.178 -0.503
N: 1.053 -0.053 0.042
N: 3.071 -1.311 0.457
O: -1.416 -0.865 -1.007
H: 1.132 -1.979 0.808
H: -1.606 1.317 1.503
H: -3.904 -0.432 0.738
H: -4.003 1.293 -0.184
H: 2.483 1.359 -0.685
H: 0.934 1.418 -1.429
H: 1.296 1.993 0.174
H: 0.068 -0.066 0.077
H: 3.418 -2.242 0.608
H: 3.740 -0.614 0.070
H: -1.847 -1.062 -1.862

Mulliken population analysis, charges in e, atoms 1 to 2: 0.1724 -0.1463

=====

8.
C3H6ClN3O2 | the ωB97M-V functional and the def2-TZVPD basis

## Properties
- total charge = +2
- energy relative to the best compared isomer or geometry (same formula, charge and spin) (eV) = 1.7238
- multiplicity = 1
- SMILES string = [H]/N=C(Cl)/[NH+]=C\[N+](O)=C\O
- lowest unoccupied orbital energy (eV) = -10.837
- HOMO (eV) = -19.9

Cartesian coordinates (Å):
H: 3.189 -2.001 1.008
N: 2.665 -1.146 1.045
C: 2.135 -0.416 0.231
Cl: 2.062 -0.232 -1.622
N: 1.526 0.777 0.791
C: 0.380 1.291 0.743
N: -0.686 0.830 -0.034
O: -1.766 1.630 -0.257
C: -0.714 -0.398 -0.565
O: -1.651 -0.717 -1.433
H: 2.098 1.570 1.236
H: 0.170 2.179 1.372
H: -2.672 1.280 -0.232
H: 0.135 -0.956 -0.067
H: -1.538 -1.514 -1.891

Mulliken population analysis, charges in e, atoms 1 to 2: 0.3372 -0.3015

=====

9.
Br2H2NOP | the ωB97M-V functional and the def2-TZVPD basis

## Properties
- total charge = 0
- energy relative to the best compared isomer or geometry (same formula, charge and spin) (eV) = 0.0675
- multiplicity = 3
- lowest unoccupied orbital energy (spin up / spin down) (eV) = 0.305 / -3.244
- HOMO (spin up / spin down) (eV) = -9.3 / -11.0

Cartesian coordinates (Å):
N: 1.953 -0.086 -0.067
O: -1.464 0.128 -1.776
P: -1.025 -0.009 -0.406
Br: -1.534 -2.001 0.453
Br: -2.010 1.483 0.930
H: 1.987 -0.438 0.891
H: 2.092 0.923 -0.025

Mulliken population analysis, charges in e, atoms 1 to 2: -0.5044 -0.3931

=====

10.
C3H6N2S | the ωB97M-V functional and the def2-TZVPD basis

## Properties
- total charge = 0
- energy relative to the best compared isomer or geometry (same formula, charge and spin) (eV) = 5.1151
- multiplicity = 1
- SMILES string = [H]/N=[NH+]/[S-].C#CC
- lowest unoccupied orbital energy (eV) = -0.266
- HOMO (eV) = -9.1

Cartesian coordinates (Å):
H: -1.825 1.601 0.638
N: -2.492 0.797 0.568
N: -2.375 0.076 -0.449
S: -3.077 -1.283 -0.777
H: -1.812 0.611 -1.188
C: 0.851 -1.648 -0.414
C: 1.475 -0.740 0.071
C: 2.163 0.498 0.499
H: 0.218 -2.353 -0.669
H: 2.901 0.702 -0.264
H: 1.490 1.370 0.472
H: 2.484 0.369 1.513

Mulliken population analysis, charges in e, atoms 1 to 2: 0.2334 -0.5642

=====

11.
C24H27N3O3S2 | the ωB97M-V functional and the def2-TZVPD basis

## Properties
- total charge = 0
- energy relative to the best compared isomer or geometry (same formula, charge and spin) (eV) = 4.7794
- multiplicity = 1
- lowest unoccupied orbital energy (eV) = -0.008
- HOMO (eV) = -6.4

Cartesian coordinates (Å):
C: -1.538 1.112 3.314
N: -0.763 -0.109 3.100
C: -1.556 -1.330 3.085
C: 0.477 -0.094 2.501
S: 1.534 1.164 2.745
S: 0.893 -1.445 1.485
H: -0.871 1.960 3.501
H: -2.205 1.359 2.463
H: -2.182 0.927 4.182
H: -0.872 -2.183 3.158
H: -2.215 -1.267 3.958
H: -2.162 -1.411 2.170
C: 3.009 2.899 -3.354
O: 1.729 2.300 -3.050
C: 0.807 3.037 -2.396
C: 0.961 4.345 -1.906
C: -0.116 4.956 -1.257
C: -1.318 4.289 -1.036
C: -1.457 2.969 -1.495
O: -2.496 2.129 -1.286
C: -3.641 2.594 -0.540
C: -0.407 2.393 -2.191
N: -0.589 1.043 -2.650
C: 0.195 -0.016 -2.322
C: 1.117 0.053 -1.169
C: 2.092 -0.998 -1.081
C: 2.666 -1.402 0.133
C: 3.524 -2.639 0.089
C: 3.915 -3.260 1.277
C: 4.655 -4.448 1.256
C: 5.051 -5.021 0.047
C: 4.738 -4.372 -1.134
C: 3.999 -3.182 -1.130
O: 1.021 0.987 -0.336
N: -0.287 -1.098 -3.004
C: 0.217 -2.469 -2.994
C: -1.361 -0.690 -3.796
C: -1.556 0.624 -3.554
H: 3.552 2.109 -3.882
H: 2.901 3.787 -4.005
H: 3.549 3.174 -2.431
H: 1.914 4.863 -2.039
H: 0.000 5.993 -0.917
H: -2.141 4.769 -0.509
H: -4.324 1.738 -0.549
H: -3.360 2.848 0.498
H: -4.114 3.463 -1.030
H: 2.397 -1.435 -2.036
H: 3.103 -0.627 0.810
H: 3.598 -2.809 2.228
H: 4.899 -4.952 2.186
H: 5.607 -5.961 0.027
H: 5.042 -4.779 -2.094
H: 3.794 -2.682 -2.073
H: -0.578 -3.126 -3.383
H: 1.101 -2.572 -3.651
H: 0.482 -2.781 -1.972
H: -1.886 -1.382 -4.438
H: -2.288 1.315 -3.934

Mulliken population analysis, charges in e, atoms 1 to 2: -0.9597 -0.0445

=====

12.
C21H26NO2 | the ωB97M-V functional and the def2-TZVPD basis

## Properties
- total charge = +1
- energy relative to the best compared isomer or geometry (same formula, charge and spin) (eV) = 0.2668
- multiplicity = 1
- SMILES string = C[NH+](C)[C@@H]1CCC[C@@H]1OC(=O)C(c1ccccc1)c1ccccc1
- lowest unoccupied orbital energy (eV) = -2.219
- HOMO (eV) = -11.6

Cartesian coordinates (Å):
C: 2.012 -3.094 0.792
N: 0.781 -2.507 0.233
C: -0.395 -3.010 0.973
C: 0.659 -2.764 -1.230
C: 1.911 -2.440 -2.047
C: 1.393 -2.507 -3.488
C: -0.075 -2.050 -3.421
C: -0.407 -1.893 -1.933
O: -0.208 -0.528 -1.571
C: -1.015 0.018 -0.636
O: -1.883 -0.605 -0.087
C: -0.520 1.408 -0.305
C: -1.512 2.187 0.533
C: -2.840 2.240 0.129
C: -3.766 2.957 0.864
C: -3.373 3.637 2.004
C: -2.047 3.602 2.401
C: -1.119 2.880 1.669
C: 0.806 1.129 0.372
C: 2.002 1.585 -0.162
C: 3.206 1.273 0.449
C: 3.229 0.497 1.596
C: 2.039 0.035 2.137
C: 0.832 0.337 1.522
H: 2.892 -2.617 0.369
H: 2.040 -4.161 0.579
H: 2.029 -2.950 1.870
H: 0.833 -1.478 0.392
H: -0.500 -4.081 0.814
H: -1.301 -2.500 0.647
H: -0.266 -2.822 2.037
H: 0.394 -3.817 -1.358
H: 2.728 -3.140 -1.890
H: 2.247 -1.428 -1.815
H: 1.984 -1.880 -4.150
H: 1.452 -3.530 -3.857
H: -0.739 -2.776 -3.884
H: -0.223 -1.093 -3.917
H: -1.434 -2.178 -1.688
H: -0.334 1.938 -1.245
H: -3.152 1.718 -0.764
H: -4.796 2.987 0.544
H: -4.095 4.197 2.577
H: -1.730 4.139 3.282
H: -0.086 2.870 1.984
H: 1.993 2.201 -1.048
H: 4.129 1.647 0.034
H: 4.166 0.267 2.077
H: 2.048 -0.542 3.050
H: -0.103 0.024 1.967

Mulliken population analysis, charges in e, atoms 1 to 2: -1.0062 1.0438

=====

Quick rundown of max |F|, same order as above: 7.20; 3.80; 6.40; 2.96; 3.49; 4.18; 4.64; 5.35; 1.40; 5.27; 3.20; 0.92 eV/A